# 1
{"formula": "C10H11NO4", "method": "ωB97M-V with the def2-TZVPD basis set", "species": ["C", "C", "C", "C", "C", "C", "C", "C", "C", "C", "N", "O", "O", "O", "O", "H", "H", "H", "H", "H", "H", "H", "H", "H", "H", "H"], "xyz": [[-2.075, -1.606, 2.382], [-0.941, -1.089, 2.995], [-2.586, -1.021, 1.239], [-0.327, 0.045, 2.472], [-2.134, 0.200, 0.779], [-0.796, 0.630, 1.253], [0.023, 1.456, 0.548], [1.006, 1.148, -3.233], [1.818, 0.804, -1.941], [1.010, 0.021, -0.983], [1.717, -0.609, -0.042], [2.805, -0.122, 0.299], [0.534, 2.519, 0.418], [1.096, -1.450, 0.688], [-0.090, -0.663, -1.405], [-2.476, -2.663, 2.447], [-0.600, -1.587, 3.907], [-3.320, -1.591, 0.647], [0.629, 0.427, 2.843], [-2.516, 0.805, -0.034], [0.699, 0.320, -3.839], [1.623, 1.847, -3.748], [0.183, 1.635, -2.924], [2.131, 1.747, -1.517], [2.735, 0.297, -2.326], [-0.148, -1.499, -0.924]], "forces_ev_per_angstrom": [[0.3, -2.0, -1.3], [-0.8, 0.0, 0.9], [-1.0, 0.7, -0.8], [0.8, 0.0, -1.3], [3.4, 0.5, -0.2], [-4.2, -2.4, 2.5], [3.6, 2.9, -2.3], [2.7, -1.1, 1.0], [-0.4, 0.0, -2.5], [-2.0, 0.8, -1.0], [0.4, -0.5, 4.8], [0.2, -0.6, -0.3], [-1.2, -1.9, 0.3], [0.9, -0.1, -1.2], [0.0, 0.2, -1.0], [0.8, 1.3, 1.1], [0.3, 0.4, -0.4], [-0.1, 0.7, 0.5], [-0.4, -0.3, 0.1], [-0.4, -0.6, -0.2], [0.2, -0.6, -0.3], [0.3, 0.4, -0.9], [-3.2, 1.8, 0.8], [0.1, 0.1, 0.4], [-0.5, 0.0, 1.0], [0.1, 0.0, 0.5]], "de_lowest_kcal_mol": 163.7, "orbital_gap_ev": [7.00, 7.01], "homo_energy_ev": [-8.093, -8.096], "e_tot_ev": -20222.1809}


# 2
{"formula": "C30H27AlN2O2P", "method": "ωB97M-V with the def2-TZVPD basis set", "species": ["Al", "O", "C", "C", "C", "C", "N", "C", "C", "C", "C", "C", "C", "O", "C", "C", "N", "H", "H", "H", "H", "H", "H", "H", "H", "H", "H", "H", "H", "C", "C", "C", "C", "C", "C", "P", "C", "C", "C", "C", "C", "C", "C", "C", "C", "C", "C", "C", "H", "H", "H", "H", "H", "H", "H", "H", "H", "H", "H", "H", "H", "H", "H"], "xyz": [[-1.391, -0.775, 0.457], [5.431, -1.672, 0.478], [4.792, -0.403, 0.417], [3.292, -0.531, 0.436], [2.505, 0.625, 0.432], [1.125, 0.495, 0.443], [0.484, -0.690, 0.457], [1.253, -1.803, 0.461], [2.643, -1.771, 0.450], [0.403, -2.972, 0.477], [0.800, -4.305, 0.512], [-0.186, -5.298, 0.537], [0.180, -6.755, 0.566], [-0.179, -7.384, -0.657], [-1.528, -4.908, 0.517], [-1.826, -3.556, 0.479], [-0.893, -2.585, 0.457], [6.388, -1.501, 0.465], [5.107, 0.093, -0.507], [5.123, 0.185, 1.280], [2.951, 1.614, 0.419], [0.477, 1.366, 0.440], [3.221, -2.688, 0.451], [1.850, -4.572, 0.524], [-0.333, -7.262, 1.389], [1.256, -6.890, 0.713], [-0.240, -6.695, -1.340], [-2.327, -5.643, 0.530], [-2.854, -3.207, 0.463], [0.537, 0.973, -4.013], [-0.805, 1.139, -3.686], [-1.191, 1.293, -2.350], [-0.241, 1.283, -1.317], [1.110, 1.110, -1.670], [1.496, 0.959, -3.005], [-0.644, 1.474, 0.457], [-0.068, 3.173, 0.789], [-0.096, 4.203, -0.164], [0.359, 5.487, 0.150], [0.853, 5.761, 1.422], [0.889, 4.753, 2.382], [0.432, 3.470, 2.068], [-2.395, 1.597, 0.533], [-3.222, 2.708, 0.696], [-4.609, 2.545, 0.755], [-5.166, 1.271, 0.661], [-4.332, 0.165, 0.514], [-2.949, 0.338, 0.457], [0.835, 0.854, -5.051], [-1.559, 1.149, -4.469], [-2.249, 1.426, -2.142], [1.882, 1.097, -0.903], [2.546, 0.830, -3.253], [-0.480, 4.025, -1.166], [0.329, 6.270, -0.603], [1.209, 6.758, 1.665], [1.274, 4.962, 3.376], [0.471, 2.701, 2.837], [-2.808, 3.708, 0.784], [-5.251, 3.413, 0.880], [-6.243, 1.141, 0.710], [-4.749, -0.835, 0.447], [-2.683, -1.714, 0.457]], "forces_ev_per_angstrom": [[-0.6, -1.1, 0.2], [0.0, 0.2, 0.0], [0.5, -0.4, 0.0], [-0.2, -0.4, 0.3], [0.4, -0.9, 3.1], [4.3, -4.4, 3.1], [3.1, 1.4, 0.1], [0.6, -0.7, -0.2], [0.1, 0.4, -0.1], [0.7, -0.1, -0.2], [-0.6, -0.2, -0.1], [0.7, 0.2, 0.2], [0.3, -0.1, -0.2], [-0.4, 0.4, -0.3], [0.0, 0.7, 0.1], [0.0, -1.6, 0.0], [0.0, -2.6, 0.7], [-0.5, -0.3, 0.0], [-0.2, 0.3, 0.1], [-0.2, 0.3, -0.1], [0.0, 0.0, 0.0], [16.6, -1.4, 0.3], [-0.1, 0.1, 0.0], [-0.1, 0.0, 0.0], [0.0, 0.0, -0.2], [0.0, 0.2, 0.2], [0.1, -0.5, 0.2], [0.1, 0.1, 0.1], [0.2, -0.2, -0.1], [-0.1, -0.1, -0.1], [0.2, 0.0, 0.3], [0.0, 0.0, -0.1], [-0.4, 0.1, -1.7], [-0.3, 1.1, -2.9], [-0.4, 0.0, 0.3], [-19.0, 4.8, 0.0], [0.7, 0.7, 0.6], [0.0, 0.0, 0.0], [-0.1, -0.3, 0.1], [0.0, -0.2, 0.0], [-0.1, -0.2, -0.1], [0.1, 0.2, -0.1], [-2.3, 2.5, -0.3], [-0.6, 0.4, -0.1], [0.4, 0.1, 0.1], [0.2, -0.2, -0.1], [0.1, 0.0, -0.2], [-0.6, 1.0, 0.4], [-0.1, 0.0, 0.1], [0.1, 0.0, 0.2], [0.1, 0.0, 0.2], [-0.8, 1.1, -3.3], [-0.1, 0.1, 0.1], [0.1, -0.1, 0.1], [0.0, -0.2, 0.1], [-0.1, -0.2, 0.0], [-0.1, -0.1, -0.2], [0.0, 0.0, -0.1], [0.0, -0.1, -0.1], [0.1, -0.1, 0.0], [0.2, 0.0, 0.0], [0.0, 0.1, 0.0], [-1.7, 0.0, -0.5]], "total_charge": 1, "orbital_gap_ev": [6.47, 3.91], "homo_energy_ev": [-10.442, -8.447], "e_tot_ev": -54491.2175}


# 3
{"formula": "C24H27F16NO9", "method": "ωB97M-V with the def2-TZVPD basis set", "species": ["C", "C", "O", "O", "C", "C", "C", "C", "C", "C", "C", "C", "O", "O", "C", "C", "O", "C", "N", "C", "O", "O", "H", "H", "H", "H", "H", "H", "H", "H", "H", "H", "H", "H", "H", "H", "H", "H", "H", "H", "H", "C", "C", "C", "F", "F", "F", "F", "O", "C", "C", "F", "F", "F", "F", "H", "H", "H", "H", "C", "C", "C", "F", "F", "F", "F", "O", "C", "C", "F", "F", "F", "F", "H", "H", "H", "H"], "xyz": [[3.208, -4.054, 4.113], [1.721, -4.108, 3.518], [0.781, -3.836, 4.333], [1.370, -4.464, 2.184], [1.658, -3.380, 1.255], [0.332, -2.869, 0.454], [-0.175, -1.538, 1.196], [-1.633, -1.025, 0.753], [-2.445, -0.257, 1.918], [-1.625, 0.592, 3.013], [-0.471, 1.543, 2.403], [0.827, 1.347, 3.360], [1.946, 0.951, 2.939], [0.576, 1.620, 4.763], [-3.093, -1.434, 2.861], [-4.684, -1.572, 2.548], [-5.361, -2.066, 3.751], [-4.588, -3.114, 4.355], [-3.729, -3.606, 5.063], [-4.905, -0.002, 2.155], [-5.914, 0.712, 2.416], [-3.690, 0.407, 1.483], [3.131, -4.467, 5.193], [3.955, -4.735, 3.570], [3.642, -3.002, 4.210], [2.467, -3.644, 0.472], [2.061, -2.466, 1.842], [0.625, -2.595, -0.634], [-0.484, -3.683, 0.400], [0.566, -0.684, 0.944], [-0.107, -1.723, 2.325], [-2.278, -1.863, 0.289], [-1.463, -0.239, -0.083], [-2.359, 1.250, 3.589], [-1.096, -0.179, 3.695], [-0.232, 1.290, 1.301], [-0.835, 2.627, 2.430], [0.619, 0.770, 5.262], [-2.445, -2.370, 2.796], [-3.122, -0.874, 3.878], [-5.003, -2.231, 1.664], [-2.281, 1.966, -4.103], [-1.795, 1.096, -2.926], [-0.502, 0.315, -3.162], [-0.601, -0.559, -4.181], [-0.183, -0.418, -2.062], [-2.801, 0.273, -2.543], [-1.580, 1.939, -1.872], [-3.294, 1.409, -4.953], [-2.865, 0.557, -5.997], [-3.359, -0.884, -5.827], [-2.951, -1.420, -4.657], [-2.873, -1.679, -6.812], [-1.526, 0.645, -6.127], [-3.382, 1.076, -7.136], [-2.767, 2.837, -3.653], [-1.452, 2.383, -4.682], [0.334, 0.988, -3.362], [-4.451, -0.927, -5.854], [4.503, 1.580, -2.043], [2.991, 1.768, -2.285], [2.574, 3.115, -2.877], [2.899, 4.154, -2.088], [1.223, 3.164, -3.033], [2.326, 1.509, -1.134], [2.605, 0.793, -3.165], [4.984, 1.813, -0.712], [5.275, 3.149, -0.353], [4.359, 3.679, 0.754], [3.057, 3.617, 0.401], [4.629, 4.981, 1.021], [5.271, 3.922, -1.459], [6.555, 3.143, 0.088], [4.706, 0.518, -2.212], [5.111, 2.097, -2.790], [3.028, 3.271, -3.860], [4.485, 3.103, 1.674]], "forces_ev_per_angstrom": [[0.2, -1.0, 0.2], [-3.1, 1.2, 3.1], [3.8, -1.2, -3.6], [1.3, 1.3, 1.3], [0.2, 1.5, -1.3], [0.3, 0.4, 0.2], [0.0, 0.2, -0.1], [0.0, 1.7, -0.8], [-1.3, -3.3, 2.1], [0.7, 0.3, -1.2], [0.2, 0.1, 0.6], [2.2, -0.9, -1.4], [-4.5, 1.5, 1.9], [0.0, -1.2, -2.2], [-0.3, 1.2, 0.0], [2.4, 0.7, -1.0], [1.9, -2.6, 0.8], [2.6, 1.7, 2.3], [-4.8, 1.8, -3.8], [-2.0, 1.0, 1.3], [5.1, -3.1, -1.7], [-1.5, 0.3, 0.8], [-0.1, 0.8, -1.9], [-1.2, 1.1, 0.5], [-0.9, -1.4, -0.5], [-1.2, -0.1, 1.5], [-0.6, -1.4, -0.9], [-0.4, -0.5, 1.8], [1.4, 1.2, 0.3], [-1.0, -1.5, 0.6], [-0.2, 0.2, -1.5], [0.9, 1.3, 1.0], [-0.4, -1.4, 1.2], [1.0, -1.2, -0.6], [-1.2, 1.3, -1.0], [-0.1, 0.3, 2.0], [0.7, -1.4, 0.1], [0.3, 0.8, -0.5], [-1.1, 1.3, 0.5], [0.2, -1.8, -1.2], [0.6, 1.0, 1.2], [-0.4, 0.8, -0.2], [-0.9, -0.1, -0.1], [0.7, -0.2, 0.2], [-0.1, 0.0, 0.1], [-0.2, 0.2, 0.2], [0.3, -0.1, -0.1], [0.4, -0.1, -0.2], [0.9, -1.3, -0.3], [0.2, 1.9, 0.5], [-0.4, -0.8, 0.1], [-0.1, 0.3, -0.1], [0.1, 0.4, -0.1], [-0.2, -0.4, -0.3], [-0.2, -0.5, 0.2], [-0.1, -0.3, 0.1], [0.0, -0.3, 0.1], [-0.2, 0.1, 0.0], [0.0, 0.2, -0.1], [0.7, -0.6, 0.0], [0.3, -0.4, 1.0], [-0.4, 0.5, -0.4], [-0.1, -0.2, -0.1], [-0.1, -0.3, 0.0], [-0.1, 0.3, -0.3], [0.1, 0.3, -0.3], [-0.6, 1.3, -0.1], [0.7, -1.2, -1.2], [-0.5, 0.2, 0.7], [0.2, -0.2, -0.1], [0.3, -0.2, -0.3], [0.0, 0.3, 0.5], [-0.5, 0.1, 0.3], [-0.2, 0.1, 0.2], [-0.3, 0.2, 0.1], [0.1, -0.2, 0.0], [0.2, -0.1, -0.1]], "smiles": "CC(=O)OCCCC[C@]1(CCC(=O)O)C[C@@H](OC#N)C(=O)O1.FC(F)C(F)(F)COC(F)(F)C(F)F.FC(F)C(F)(F)COC(F)(F)C(F)F", "orbital_gap_ev": 10.70, "homo_energy_ev": -10.426, "e_tot_ev": -88716.7589}


# 4
{"formula": "C5H10N", "method": "ωB97M-V with the def2-TZVPD basis set", "species": ["C", "C", "C", "C", "C", "N", "H", "H", "H", "H", "H", "H", "H", "H", "H", "H"], "xyz": [[-2.967, 0.533, -0.709], [-2.810, -0.388, 0.248], [-0.343, -0.061, 0.620], [2.522, 0.084, 0.763], [2.890, 0.078, -0.659], [-1.513, -0.609, 0.923], [-3.868, 0.613, -1.247], [-2.176, 1.253, -1.031], [-3.427, -1.224, 0.280], [2.293, 1.101, 1.212], [-0.484, 0.709, -0.238], [2.273, -0.745, 1.451], [2.725, 0.901, -1.404], [2.508, -0.897, -0.966], [3.942, -0.066, -0.870], [-1.565, -1.283, 1.629]], "forces_ev_per_angstrom": [[1.6, 0.2, 1.0], [2.3, 1.6, -1.8], [-1.1, 0.5, -0.9], [-2.3, 2.8, 0.0], [-0.4, -1.2, -0.1], [1.2, 2.2, -2.1], [-1.0, -0.2, -0.5], [-0.8, -0.6, 0.6], [-1.4, -1.1, 0.8], [0.5, -1.4, -0.2], [0.2, -1.3, 1.3], [0.9, 0.1, -0.8], [-0.7, -0.3, 1.4], [-0.1, 0.0, -0.8], [0.9, -0.3, 0.7], [0.2, -1.2, 1.3]], "total_charge": 1, "de_lowest_kcal_mol": 129.4, "orbital_gap_ev": [7.17, 7.16], "homo_energy_ev": [-13.419, -13.415], "e_tot_ev": -6824.5927}